(a)
Here is the molecule C6H12O from the OMol25 dataset. Energies are from the ωB97M-V functional and the def2-TZVPD basis.

Orbital gap: 10.54 eV
Structure (SMILES): CCC[C@H]1C[C@H]1O
HOMO energy: -9.57 eV
2S+1: 1

Geometry (Å):
C  -2.69311  0.29143  -0.29042
C  -1.25759  0.51212  0.16990
C  -0.36534  -0.73526  0.16223
C  0.98156  -0.35432  0.74020
C  2.30689  -0.92134  0.29644
C  1.92734  0.46552  -0.10204
O  1.65392  0.61671  -1.46759
H  -2.72227  -0.14444  -1.29605
H  -3.22551  -0.38181  0.39133
H  -3.24163  1.23960  -0.31953
H  -1.25430  0.93102  1.18614
H  -0.78562  1.27294  -0.46880
H  -0.24834  -1.11211  -0.86201
H  -0.83021  -1.54167  0.74941
H  0.93207  -0.06102  1.78974
H  2.30998  -1.64725  -0.51209
H  3.08588  -1.06276  1.04133
H  2.42994  1.31570  0.36208
H  0.99636  1.31694  -1.57027

---

(b)
Here is the molecule C6H12O from the OMol25 dataset. Energies are from the ωB97M-V functional and the def2-TZVPD basis.

Orbital gap: 11.01 eV
Structure (SMILES): CC(C)[C@H]1O[C@H]1C
HOMO energy: -9.92 eV
2S+1: 1

Geometry (Å):
C  -1.98339  -1.04364  -0.52526
C  -0.88972  0.00504  -0.28567
C  -1.36890  1.12022  0.64165
C  0.31126  -0.68957  0.29767
O  1.10596  -1.43715  -0.63977
C  1.72166  -0.42215  0.08337
C  2.45191  0.80643  -0.37821
H  -2.87009  -0.59115  -0.98220
H  -1.62677  -1.84248  -1.18415
H  -2.29481  -1.50201  0.42290
H  -0.59533  0.43304  -1.25217
H  -1.63050  0.72278  1.63059
H  -2.26009  1.60858  0.23421
H  -0.59372  1.88245  0.77856
H  0.15246  -1.18338  1.25903
H  2.35269  -0.87675  0.95427
H  3.13494  0.71212  -1.23254
H  2.96168  0.52189  0.57156
H  1.92078  1.77575  -0.39383

---

Name the least stable of them. (b).

---

(a)
Here is the molecule C4H7NO from the OMol25 dataset. Energies are from the ωB97M-V functional and the def2-TZVPD basis.

Orbital gap: 7.13 eV
HOMO energy: -6.81 eV
2S+1: 1

Geometry (Å):
N  -1.47970  1.10641  0.51064
C  -0.82633  -0.27835  -0.46894
O  -1.44212  -0.45900  -1.46519
C  0.30453  -0.57471  0.31310
C  1.35816  0.40237  -0.22855
C  1.58826  -1.05506  -0.20879
H  -1.89073  0.91887  1.42202
H  -2.13143  1.60349  -0.08676
H  0.20229  -0.49823  1.38505
H  1.11411  0.64725  -1.27130
H  -0.49915  1.57573  0.65163
H  2.21654  -1.45523  0.57585
H  1.55211  -1.59004  -1.14031

---

(b)
Here is a cluster of 2 separate species, C4H7NO in total from the OMol25 dataset. Energies are from the ωB97M-V functional and the def2-TZVPD basis.

Orbital gap: 9.38 eV
Structure (SMILES): CC(N)=O.C#C
HOMO energy: -8.80 eV
2S+1: 1

Geometry (Å):
C  1.82962  -0.36885  0.85431
C  0.57642  -0.44008  0.07898
N  0.36689  -1.51143  -0.70180
O  -0.31578  0.36532  0.22967
H  2.19613  0.62886  0.76035
H  2.67046  -1.12015  0.60700
H  1.48181  -0.61581  1.94274
H  -0.47113  -1.22065  -1.36799
H  1.11254  -2.19225  -1.09422
C  -2.96843  1.59558  -0.37978
C  -1.75601  1.72727  -0.35571
H  -4.01230  1.47279  -0.47027
H  -0.71023  1.67939  -0.10329

---

(c)
Here is a structure of composition C4H7NO from the OMol25 dataset. Energies are from the ωB97M-V functional and the def2-TZVPD basis.

Orbital gap: 10.41 eV
HOMO energy: -9.55 eV
2S+1: 1

Geometry (Å):
C  1.44710  -0.37768  -0.20823
C  0.34801  0.31677  0.57847
C  -0.72001  1.02383  -0.30835
C  -1.56911  -0.18639  -0.22296
N  -2.04753  -1.24746  -0.50397
O  -0.50597  -0.57842  1.26976
H  2.05375  -0.98040  0.47404
H  2.09858  0.34315  -0.71520
H  1.02013  -1.05054  -0.96278
H  0.77726  1.03544  1.28666
H  -1.17892  1.86523  0.21551
H  -0.47106  1.29337  -1.33975
H  -1.25223  -1.45692  0.43680

---

(d)
Here is a cluster of 2 separate species, C4H7NO in total from the OMol25 dataset. Energies are from the ωB97M-V functional and the def2-TZVPD basis.

Orbital gap: 10.13 eV
HOMO energy: -9.15 eV
2S+1: 1

Geometry (Å):
C  -1.21632  1.85704  -0.19830
C  -0.39404  0.77456  -0.74439
N  0.21744  0.09007  -1.47866
C  0.78689  -1.52230  -0.38843
C  0.82363  -0.85112  0.88944
O  -0.21596  -0.19646  1.25482
H  -2.10664  1.42431  0.26159
H  -1.49844  2.55592  -0.99086
H  -0.65559  2.37201  0.58325
H  -0.14338  -2.00942  -0.65937
H  1.70185  -1.91669  -0.82685
H  1.83394  -0.51391  1.19195
H  0.86662  -2.06399  1.10581

---

Name the least stable of them. (a).

---

(a)
Here is a cluster of 2 separate species, C4H7NO in total from the OMol25 dataset. Energies are from the ωB97M-V functional and the def2-TZVPD basis.

Orbital gap: 9.53 eV
HOMO energy: -8.93 eV
2S+1: 1

Geometry (Å):
N  2.47380  -0.00688  0.72720
C  1.30993  -0.09409  0.28088
C  0.22842  -1.09390  0.57360
C  -0.89264  -0.66263  -0.37317
C  -0.43091  0.58394  -1.10338
O  0.78908  0.83254  -0.68205
H  2.96123  0.79259  0.32022
H  0.60031  -2.10269  0.38557
H  -0.04388  -1.03735  1.63038
H  -1.84194  -0.43254  0.12122
H  -1.13443  -1.40290  -1.14411
H  -2.32602  2.63069  -0.00729
H  -1.93667  2.28244  -0.54501

---

(b)
Here is the molecule C4H7NO from the OMol25 dataset. Energies are from the ωB97M-V functional and the def2-TZVPD basis.

Orbital gap: 10.93 eV
Structure (SMILES): C[C@H]1CN=CO1
HOMO energy: -9.85 eV
2S+1: 1

Geometry (Å):
C  -0.37033  0.37768  -1.56437
C  0.43927  0.59608  -0.27290
C  -0.50408  0.35738  1.13135
N  -0.17918  -0.98315  1.50384
C  0.80049  -1.46616  0.92172
O  1.45863  -0.38551  -0.12299
H  0.07632  0.75134  -2.50007
H  -0.51919  -0.69923  -1.69544
H  -1.34526  0.86342  -1.45346
H  0.78755  1.63897  -0.17858
H  -0.19586  1.01111  1.97332
H  -1.60657  0.43299  1.04823
H  1.15822  -2.49492  1.20937

---

(c)
Here is a cluster of 2 separate species, C4H7NO in total from the OMol25 dataset. Energies are from the ωB97M-V functional and the def2-TZVPD basis.

Orbital gap: 10.65 eV
HOMO energy: -9.55 eV
2S+1: 1

Geometry (Å):
C  -1.51761  -1.90554  -0.33971
N  -1.65012  -0.58775  0.14176
C  -1.30555  0.48516  0.45528
C  0.67979  1.63607  0.02107
C  1.88801  0.91401  0.33062
O  0.91119  0.08405  -0.20259
H  -0.46336  -2.07849  -0.57027
H  -2.12907  -2.01740  -1.23619
H  -1.86441  -2.60227  0.42489
H  0.15097  2.19646  0.80712
H  0.47755  2.03361  -0.96344
H  2.76624  1.11332  -0.25995
H  2.05636  0.72877  1.39143

---

Name the least stable of them. (c).

---

(a)
Here is a cluster of 2 separate species, C4H7NO in total from the OMol25 dataset. Energies are from the ωB97M-V functional and the def2-TZVPD basis.

Orbital gap (alpha / beta): 8.46 / 8.54 eV
HOMO energy (alpha / beta): -9.86 / -9.86 eV
2S+1: 1

Geometry (Å):
C  0.12457  1.25647  -1.71456
N  0.86403  0.61166  -0.65156
C  -0.94434  -2.12537  0.73998
C  0.26797  0.36277  0.43833
C  1.06423  -0.17240  1.58808
O  0.69721  -0.06511  2.73286
H  0.40912  0.81508  -2.67418
H  0.42330  2.31086  -1.74507
H  -0.96814  1.20530  -1.59318
H  -1.90494  -1.90260  1.26079
H  -1.27580  -2.28353  -0.31055
H  -0.79326  0.59984  0.63310
H  2.03606  -0.61298  1.29596

---

(b)
Here is the molecule C4H7NO from the OMol25 dataset. Energies are from the ωB97M-V functional and the def2-TZVPD basis.

Orbital gap: 8.99 eV
Structure (SMILES): CN1C[C@H]1C=O
HOMO energy: -8.90 eV
2S+1: 1

Geometry (Å):
C  -0.59698  -1.14225  1.30028
N  -0.11670  -0.64301  0.03562
C  1.20578  -0.32890  -0.20796
C  -0.33590  0.66616  -0.31785
C  -0.30525  1.37556  -1.60891
O  -0.88407  2.43389  -1.74967
H  -0.12860  -2.11507  1.45850
H  -1.68044  -1.24261  1.24547
H  -0.32813  -0.47663  2.13706
H  1.85699  0.30281  0.35622
H  1.76104  -1.09882  -0.73833
H  -0.87459  1.25839  0.43556
H  0.42684  1.01048  -2.34599

---

Name the least stable of them. (a).

---

(a)
Here is the molecule C4H7NO from the OMol25 dataset. Energies are from the ωB97M-V functional and the def2-TZVPD basis.

Orbital gap: 11.55 eV
Structure (SMILES): CO[C@@H](C)C#N
HOMO energy: -10.65 eV
2S+1: 1

Geometry (Å):
C  0.34635  -0.41133  1.82812
O  0.05620  0.55685  0.83970
C  -0.42655  0.04427  -0.37498
C  -0.26548  1.13645  -1.42320
C  0.29962  -1.18353  -0.79254
N  0.84829  -2.15856  -1.08533
H  1.26628  -0.95279  1.57714
H  -0.46990  -1.13831  1.94642
H  0.48994  0.13128  2.76379
H  -1.48486  -0.24832  -0.27003
H  -0.80475  2.02857  -1.09559
H  0.79533  1.38299  -1.51984
H  -0.65047  0.81243  -2.39367

---

(b)
Here is a structure of composition C4H7NO from the OMol25 dataset. Energies are from the ωB97M-V functional and the def2-TZVPD basis.

Orbital gap: 9.56 eV
HOMO energy: -9.10 eV
2S+1: 1

Geometry (Å):
O  -2.57825  -0.87917  0.33680
C  -1.37201  -0.75008  0.31800
C  -0.68906  0.55881  0.83879
N  0.57434  0.83670  0.21378
C  0.59948  0.43719  -1.11320
C  1.62511  -0.11831  -0.14538
H  -0.69877  -1.63712  0.34656
H  -0.55514  0.44965  1.91972
H  -1.35591  1.40269  0.62107
H  0.65799  1.04386  -2.01878
H  -0.62664  -0.30847  -1.12473
H  1.54697  -1.19498  -0.00619
H  2.62509  0.26815  0.11758

---

Name the least stable of them. (b).

---

(a)
Here is the molecule C4H7NO from the OMol25 dataset. Energies are from the ωB97M-V functional and the def2-TZVPD basis.

Orbital gap (alpha / beta): 7.82 / 7.87 eV
HOMO energy (alpha / beta): -7.63 / -7.21 eV
2S+1: 1

Geometry (Å):
C  1.88953  -1.27683  0.08384
C  -2.50097  -0.76346  -0.09571
C  0.03457  0.22794  -0.12100
C  0.57109  1.62345  -0.02833
N  0.64325  -1.03109  -0.17784
O  -1.38317  0.08599  -0.02213
H  2.11722  -2.33088  0.23633
H  2.75501  -0.50209  0.20140
H  -2.35173  -1.77385  0.07080
H  -3.46048  -0.30500  -0.03219
H  0.22756  2.15209  0.92894
H  -0.08969  2.32141  -0.65105
H  1.54780  1.57231  -0.39306

---

(b)
Here is a cluster of 2 separate species, C4H7NO in total from the OMol25 dataset. Energies are from the ωB97M-V functional and the def2-TZVPD basis.

Orbital gap: 8.61 eV
Structure (SMILES): C=C=C=C.NO
HOMO energy: -8.46 eV
2S+1: 1

Geometry (Å):
C  0.17874  1.94860  -0.01812
C  0.82607  0.81923  0.08116
C  1.39416  -0.33188  -0.01501
C  2.36461  -1.21886  -0.05324
H  -0.90097  1.99088  0.00073
H  0.71377  2.88900  -0.04178
H  2.14933  -2.27668  -0.01122
H  3.40648  -0.93520  -0.02108
N  -2.44296  -0.16101  0.01399
O  -1.35619  -1.04210  0.16101
H  -3.06964  -0.32931  0.80014
H  -2.94257  -0.41588  -0.83683
H  -0.32083  -0.93680  -0.05975

---

(c)
Here is the molecule C4H7NO from the OMol25 dataset. Energies are from the ωB97M-V functional and the def2-TZVPD basis.

Orbital gap: 11.22 eV
Structure (SMILES): CCOCC#N
HOMO energy: -10.36 eV
2S+1: 1

Geometry (Å):
C  -1.86124  -0.54213  0.10291
C  -0.42390  -0.42229  -0.39563
O  0.11893  0.38480  0.66473
C  1.47323  0.89291  0.68150
C  2.06526  0.39048  -0.54999
N  2.11803  -0.16856  -1.55816
H  -2.40715  0.38036  -0.11521
H  -2.33837  -1.38715  -0.38686
H  -1.90068  -0.69471  1.18844
H  -0.41543  0.04047  -1.39764
H  0.05803  -1.40825  -0.51794
H  2.02583  0.53924  1.56822
H  1.48745  1.99482  0.71563

---

(d)
Here is a cluster of 2 separate species, C4H7NO in total from the OMol25 dataset. Energies are from the ωB97M-V functional and the def2-TZVPD basis.

Orbital gap: 11.04 eV
HOMO energy: -10.04 eV
2S+1: 1

Geometry (Å):
C  0.33563  0.70826  1.70679
C  -1.35491  0.65341  -1.15380
C  -0.25408  1.64542  -1.26036
C  0.95675  -1.74602  1.46679
N  0.61528  -0.43013  1.65243
O  0.02942  0.21827  -1.18849
H  0.22493  2.33365  -0.52782
H  -1.96065  0.44479  -0.20550
H  -1.77017  0.65385  -2.17527
H  -0.28098  1.89121  -2.30005
H  0.64294  -2.45884  2.14122
H  2.12080  -1.74758  1.41592
H  0.69504  -2.16630  0.42816

---

Name the least stable of them. (b).

---

(a)
Here is a cluster of 2 separate species, C4H7NO in total from the OMol25 dataset. Energies are from the ωB97M-V functional and the def2-TZVPD basis.

Orbital gap: 11.26 eV
HOMO energy: -10.22 eV
2S+1: 1

Geometry (Å):
C  -1.42375  2.04952  0.48715
N  -0.83666  1.56651  -0.70729
C  -0.19815  1.13170  -1.58601
C  0.95725  -1.27612  -0.55897
C  1.99073  -0.88391  0.39354
O  0.67280  -0.39364  0.52822
H  -0.89635  1.61143  1.33835
H  -2.47993  1.77302  0.52661
H  -1.33513  3.13813  0.50919
H  0.99033  -0.85471  -1.56251
H  0.43487  -2.22424  -0.47607
H  2.32635  -1.58445  1.15327
H  2.71146  -0.12597  0.08591

---

(b)
Here is a cluster of 2 separate species, C4H7NO in total from the OMol25 dataset. Energies are from the ωB97M-V functional and the def2-TZVPD basis.

Orbital gap: 9.70 eV
Structure (SMILES): C=[NH+][O-].C#CC
HOMO energy: -8.89 eV
2S+1: 1

Geometry (Å):
C  0.96165  1.05876  -2.34829
N  0.93104  1.34297  -1.06505
O  0.17641  0.91679  -0.14493
H  1.51742  1.74142  -2.89694
H  0.17975  0.44833  -2.62629
H  1.62724  2.06919  -0.70725
C  0.52159  -2.06772  1.05115
C  -0.27792  -1.25642  1.47635
C  -1.59107  -0.56270  1.65743
H  1.54131  -2.40176  0.69501
H  -2.32947  -1.34165  1.43022
H  -1.59843  0.21204  0.82122
H  -1.65951  -0.15924  2.65738

---

(c)
Here is a cluster of 2 separate species, C4H7NO in total from the OMol25 dataset. Energies are from the ωB97M-V functional and the def2-TZVPD basis.

Orbital gap: 10.74 eV
Structure (SMILES): CC#N.CC=O
HOMO energy: -9.76 eV
2S+1: 1

Geometry (Å):
C  -1.17264  -0.58108  -1.87305
C  -0.52173  -1.05607  -0.65804
N  -0.06779  -1.58510  0.26629
H  -1.80837  0.27638  -1.66890
H  -1.77520  -1.40788  -2.24906
H  -0.45071  -0.28747  -2.63468
C  0.67422  0.30541  1.81020
C  0.94536  0.89301  0.50027
O  0.12576  1.45310  -0.19308
H  -0.37257  0.21137  2.11271
H  1.31077  -0.49657  2.20440
H  1.07168  1.34018  2.06680
H  2.04122  0.93471  0.31613

---

(d)
Here is a structure of composition C4H7NO from the OMol25 dataset. Energies are from the ωB97M-V functional and the def2-TZVPD basis.

Orbital gap: 8.93 eV
HOMO energy: -8.02 eV
2S+1: 1

Geometry (Å):
C  -0.15154  -0.91956  1.57345
C  -0.23874  -0.19067  0.26277
C  0.35690  1.13983  -0.08176
N  -0.17737  1.10175  -1.48187
C  0.17761  -0.13737  -1.85709
O  0.16090  -0.96860  -0.84204
H  -0.62262  -1.90590  1.49561
H  0.88373  -1.06109  1.92230
H  -0.68927  -0.35569  2.34466
H  -1.19834  0.66525  -0.84239
H  -0.06553  1.99311  0.45214
H  1.46292  1.19104  -0.08886
H  0.10135  -0.55210  -2.85691

---

Name the least stable of them. (b).

---

(a)
Here is the molecule C4H7NO from the OMol25 dataset. Energies are from the ωB97M-V functional and the def2-TZVPD basis.

Orbital gap: 11.17 eV
Structure (SMILES): OC[C@@H]1[C@H]2CN12
HOMO energy: -10.02 eV
2S+1: 1

Geometry (Å):
O  1.35495  0.08731  1.75994
C  1.59755  0.30638  0.38736
C  0.39408  -0.34704  -0.26009
C  -0.63783  0.32784  -1.03921
C  -1.78592  -0.41506  -0.47766
N  -0.83317  0.24245  0.40512
H  0.38564  0.19788  1.79211
H  2.55761  -0.15725  0.12364
H  1.67115  1.37837  0.13879
H  0.45724  -1.43804  -0.29083
H  -0.61070  1.27103  -1.56537
H  -1.78334  -1.50474  -0.43674
H  -2.76727  0.05088  -0.53707

---

(b)
Here is a structure of composition C4H7NO from the OMol25 dataset. Energies are from the ωB97M-V functional and the def2-TZVPD basis.

Orbital gap: 9.17 eV
HOMO energy: -8.82 eV
2S+1: 1

Geometry (Å):
O  2.24586  1.32047  -0.13398
C  1.84414  0.22148  -0.44455
N  0.52403  -0.07250  -0.70008
C  -0.56476  0.81406  -0.24781
C  -1.42772  -0.24013  0.45878
C  -0.37198  -1.35464  0.42987
H  2.50249  -0.65843  -0.56503
H  -0.14002  1.55000  0.44085
H  -1.03318  1.34416  -1.08256
H  -1.74442  0.06728  1.46009
H  -2.31662  -0.51940  -0.11636
H  0.19366  -1.16258  -0.80606
H  0.28854  -1.30977  1.30683

---

Name the least stable of them. (b).